Entry 1:
Molecular formula: C2H12O3S2
Method: DFT, ωB97M-V with the def2-TZVPD basis set

```
! RIJCOSX wB97M-V def2-TZVPD def2/J DEFGRID3
* xyz 1 2
C 0.6035 0.4414 -3.7224
C 0.3964 -0.1516 -2.3263
S -0.6656 0.8869 -1.2207
S 0.4547 2.1337 0.0284
H -0.0644 -0.1236 -4.4277
H 0.3389 1.5066 -3.6503
H 1.6046 0.2961 -4.1324
H -0.1641 -1.0635 -2.1557
H 1.3213 -0.3212 -1.7522
H 1.5109 2.0461 -0.7652
H 1.2173 -1.5616 1.5064
H 2.3461 -2.1780 0.7923
O 1.5736 -2.4441 1.3117
H -2.8463 -0.9340 1.4371
H -2.4509 -0.8232 0.0556
O -2.0421 -1.0410 0.9052
H -0.0918 -1.7598 5.8855
H -0.4834 -1.1347 4.5978
O -0.1952 -1.9845 4.9512
*
```

HOMO energy (spin up / spin down)   -13.4983 / -13.4983 eV
Calculated total energy   -1105.140896 Ha
HOMO-LUMO gap (spin up / spin down)   0.2967 / 0.1956 Ha
Relative energy (zero: lowest compared OMol25 entry of this formula, charge and spin)   37.4 kcal/mol
E_LUMO (spin up / spin down)   -5.42 / -8.18 eV

Here are the Löwdin charges for atoms 1 to 6, given in e:
1 C -0.11
2 C -0.47
3 S 0.71
4 S 0.61
5 H 0.11
6 H 0.07

---

Entry 2:
Molecular formula: C2H3NOS2
Method: DFT, ωB97M-V with the def2-TZVPD basis set

```
! RIJCOSX wB97M-V def2-TZVPD def2/J DEFGRID3
* xyz 0 1
C 0.0961 -0.1510 0.5753
C -1.1463 -0.1301 -0.1314
N 1.2865 0.2903 0.2815
O 2.2802 0.0081 0.9736
S -0.8285 0.2044 -2.0039
S 1.5662 1.1325 -1.2356
H 0.1938 -0.7297 1.4912
H -1.5063 -1.1326 -0.1442
H -1.9417 0.5082 0.1935
*
```

HOMO energy   -8.8696 eV
Calculated total energy   -1004.210068 Ha
HOMO-LUMO gap   0.2314 Ha
Relative energy (zero: lowest compared OMol25 entry of this formula, charge and spin)   111.4 kcal/mol
E_LUMO   -2.57 eV

Here are the Löwdin charges for atoms 1 to 6, given in e:
1 C -0.25
2 C -0.48
3 N -0.69
4 O -0.13
5 S 0.56
6 S 0.72